(i)
Here is 2 unconnected molecules or ions with the total composition C8H12N3 from OMol25. Energies are from ωB97M-V with the def2-TZVPD basis set.

```
23
C8H12N3, DFT ωB97M-V with the def2-TZVPD basis set
C 3.0353 2.5647 -1.5689
C 3.4284 1.3200 -1.1352
C 1.1885 1.4130 -1.4911
C -2.7630 -0.8490 1.0964
C -2.8406 -1.7971 2.0372
C -1.8396 -0.8045 0.0009
C 4.7136 0.6839 -0.7919
C -3.6884 -1.7554 3.1903
N -1.7084 0.1435 -0.7810
N 2.2340 0.6788 -1.0820
N 1.6817 2.5969 -1.7529
H 3.5045 3.4351 -1.7316
H -3.5047 -0.0621 1.0950
H -2.1175 -2.6979 2.0366
H -1.3738 -1.8547 -0.2698
H 5.4484 1.2576 -1.3055
H 5.0596 0.4348 0.1833
H 4.6378 -0.2254 -1.4047
H -4.3614 -0.8344 3.2420
H -4.3654 -2.7044 3.0095
H -3.2069 -1.7966 4.1451
H 2.2050 -0.3046 -0.8058
H 1.0683 3.3060 -2.0785
```

**Molecular weight**: 150.2 g mol⁻¹
**Charge**: +1
**HOMO energy (alpha / beta)**: -0.4487 / -0.4428 hartree
**2S+1**: 1



(ii)
Here is a molecular structure, C8H12N3 from OMol25. Energies are from ωB97M-V with the def2-TZVPD basis set.

```
23
C8H12N3, DFT ωB97M-V with the def2-TZVPD basis set
C -2.9715 0.6882 -0.4488
C -1.7337 1.2451 -0.5839
C -3.0622 -0.6386 0.0439
C -0.5606 0.5247 -0.2276
C -0.7712 -0.7434 0.3609
C 0.8783 0.8606 -0.1226
C 1.5721 -0.9762 0.3134
C 2.1237 -1.5236 -1.0413
N -1.9883 -1.3376 0.4945
N 0.3540 -1.4725 0.6993
N 1.2106 1.8143 1.0255
H -3.8271 1.1587 -0.7916
H -1.5032 2.1676 -0.9247
H -4.0947 -1.0105 0.1570
H 1.3372 1.2142 -1.0850
H 2.4439 -0.7979 0.9236
H 1.3296 -1.8661 -1.5513
H 2.7389 -2.2799 -0.7194
H 2.6038 -0.8498 -1.5623
H 0.0981 -2.2101 1.3524
H 2.2227 2.0623 0.9822
H 0.7876 1.3186 1.9127
H 0.8120 2.6518 0.7929
```

**Molecular weight**: 150.2 g mol⁻¹
**Charge**: +1
**HOMO energy**: -0.4391 hartree
**2S+1**: 1



Stability summary - winner: (ii); margin: 3.130 eV.



(i)
Here is a molecular structure, H3OPS from OMol25. Energies are from ωB97M-V with the def2-TZVPD basis set.

```
6
H3OPS, DFT ωB97M-V with the def2-TZVPD basis set
O -0.6752 -0.6584 0.7602
P 0.0479 0.3942 -0.1860
S 0.4824 -0.2770 -1.9367
H -0.0663 -1.7536 0.7877
H 1.1011 0.8855 0.5946
H -0.8898 1.4093 -0.0198
```

**Molecular weight**: 82.1 g mol⁻¹
**HOMO energy**: -0.3387 hartree
**2S+1**: 1



(ii)
Here is 2 unconnected molecules or ions with the total composition H3OPS from OMol25. Energies are from ωB97M-V with the def2-TZVPD basis set.

```
6
H3OPS, DFT ωB97M-V with the def2-TZVPD basis set
O -1.3323 1.2604 0.2717
P -0.5229 0.2980 -0.7560
S 1.3914 0.6063 -0.0726
H -1.3858 1.0788 1.1905
H -0.8242 -1.4631 0.0074
H 1.2711 1.3480 -1.1678
```

**Molecular weight**: 82.1 g mol⁻¹
**HOMO energy**: -0.3481 hartree
**2S+1**: 1



(iii)
Here is a molecular structure, H3OPS from OMol25. Energies are from ωB97M-V with the def2-TZVPD basis set.

```
6
H3OPS, DFT ωB97M-V with the def2-TZVPD basis set
O -1.2338 -1.0011 -0.1829
P -0.6391 0.5011 -0.0190
S 1.3117 -0.0642 0.7255
H -0.6042 -1.6532 -0.2613
H -0.6129 1.1683 -1.6699
H 1.7784 1.0492 1.4075
```

**Molecular weight**: 82.1 g mol⁻¹
**HOMO energy**: -0.3206 hartree
**2S+1**: 1



Stability summary - winner: (i); margin: 0.432 eV.



(i)
Here is a single C23H27N3O6S molecule from OMol25. Energies are from ωB97M-V with the def2-TZVPD basis set.

```
60
C23H27N3O6S, DFT ωB97M-V with the def2-TZVPD basis set
C 3.8069 0.5507 -5.2782
O 3.5578 -0.5492 -4.4338
C 2.2863 -0.7585 -4.0012
C 2.0857 -1.8901 -3.2067
C 0.8274 -2.1764 -2.7219
C -0.2437 -1.3393 -2.9893
C -0.0443 -0.2094 -3.7706
N -1.0799 0.6908 -4.0320
S -0.7531 2.3308 -3.8669
O -2.0016 2.9399 -3.5286
O -0.0457 2.8090 -5.0149
C 0.3734 2.3453 -2.4687
C 1.6464 2.8813 -2.6228
C 2.5507 2.8013 -1.5901
C 2.1887 2.1694 -0.3931
N 3.0780 2.0602 0.6397
C 2.7366 1.4604 1.7970
C 1.5100 0.9227 2.0332
C 1.3254 0.2812 3.3816
O 2.2708 0.1521 4.1430
N 0.0685 -0.0865 3.6571
C -0.3053 -0.8166 4.8424
C -0.6548 -2.2744 4.5282
C -1.8737 -2.3868 3.6115
O -2.9917 -1.8359 4.2802
C -4.0382 -1.3166 3.4752
C -3.6574 0.0016 2.7929
C -4.5739 -2.3289 2.4610
C 0.4859 0.9569 1.0038
O -0.6372 0.4668 1.1092
C 0.8976 1.6355 -0.2376
C -0.0058 1.7408 -1.2980
C 1.2155 0.0758 -4.2887
H 3.5885 1.4988 -4.7767
H 4.8683 0.5016 -5.5171
H 3.2232 0.4888 -6.2009
H 2.9285 -2.5272 -2.9937
H 0.6765 -3.0561 -2.1153
H -1.2246 -1.5590 -2.5961
H -1.9728 0.4481 -3.6304
H 1.8933 3.3522 -3.5612
H 3.5436 3.2141 -1.6931
H 4.0077 2.4389 0.5215
H 3.4861 1.4058 2.5751
H -0.6241 0.0187 2.9230
H -1.1749 -0.3362 5.2988
H 0.5412 -0.7739 5.5309
H -0.8740 -2.7858 5.4654
H 0.1953 -2.7631 4.0498
H -1.6792 -1.8672 2.6671
H -2.0588 -3.4477 3.3835
H -4.8224 -1.1103 4.2149
H -2.9188 -0.1467 2.0091
H -4.5423 0.4462 2.3459
H -3.2535 0.6945 3.5275
H -5.4891 -1.9483 2.0160
H -4.7916 -3.2735 2.9540
H -3.8506 -2.5040 1.6678
H -0.9986 1.3383 -1.1705
H 1.3181 0.9491 -4.9089
```

**Molecular weight**: 473.6 g mol⁻¹
**HOMO energy**: -0.3188 hartree
**SMILES**: COc1cccc(NS(=O)(=O)c2ccc3[nH]cc(C(=O)NCCCOC(C)C)c(=O)c3c2)c1
**2S+1**: 1



(ii)
Here is a single C23H27N3O6S molecule from OMol25. Energies are from ωB97M-V with the def2-TZVPD basis set.

```
60
C23H27N3O6S, DFT ωB97M-V with the def2-TZVPD basis set
C 5.9351 3.8817 0.1625
C 4.7820 3.0323 -0.3331
O 3.8615 3.4749 -0.9802
N 4.9075 1.7243 0.0401
C 4.0467 0.6536 -0.2227
C 2.9992 0.7385 -1.1364
C 2.1820 -0.3522 -1.3475
C 2.3858 -1.5443 -0.6558
N 1.4884 -2.5907 -0.9004
C 1.2890 -3.7146 -0.1738
O 1.9849 -4.1105 0.7324
C 0.0018 -4.4603 -0.6128
C -0.0874 -5.8295 0.0348
O -1.1279 -3.6854 -0.1709
C -1.5570 -2.6929 -0.9438
O -1.0652 -2.4129 -2.0173
C -2.6506 -1.9106 -0.3225
C -3.3030 -2.3272 0.8362
C -4.2648 -1.5182 1.4163
C -4.5528 -0.2766 0.8678
C -3.8943 0.1327 -0.2770
S -4.1839 1.7862 -0.9362
O -4.0256 1.7288 -2.3572
O -5.4178 2.2573 -0.3801
N -2.9803 2.7451 -0.3417
C -3.0199 3.1074 1.0530
C -2.1009 2.2270 1.9025
C -0.6835 2.2701 1.3342
C -0.6952 1.8177 -0.1243
C -1.6642 2.6848 -0.9319
C -2.9665 -0.6784 -0.8925
C 3.4423 -1.6377 0.2442
C 4.2614 -0.5462 0.4525
H 6.8766 3.5030 -0.2297
H 5.7935 4.9043 -0.1739
H 5.9751 3.8661 1.2498
H 5.6952 1.4923 0.6295
H 2.8306 1.6581 -1.6706
H 1.3687 -0.2816 -2.0555
H 0.8137 -2.3911 -1.6355
H -0.0274 -4.5289 -1.7083
H 0.7282 -6.4502 -0.3236
H -1.0364 -6.2998 -0.2073
H 0.0025 -5.7262 1.1125
H -3.0527 -3.2827 1.2697
H -4.7820 -1.8482 2.3043
H -5.2874 0.3817 1.3045
H -4.0607 3.0302 1.3677
H -2.7052 4.1539 1.1412
H -2.4655 1.1971 1.8961
H -2.1101 2.5852 2.9329
H -0.0223 1.6270 1.9181
H -0.2998 3.2909 1.3929
H -0.9986 0.7698 -0.1739
H 0.3044 1.9039 -0.5512
H -1.7942 2.3084 -1.9464
H -1.2734 3.7075 -0.9877
H -2.4902 -0.3622 -1.8076
H 3.6104 -2.5565 0.7800
H 5.0804 -0.6262 1.1535
```

**Molecular weight**: 473.6 g mol⁻¹
**HOMO energy**: -0.2993 hartree
**SMILES**: CC(=O)Nc1ccc(NC(=O)[C@@H](C)OC(=O)c2cccc(S(=O)(=O)N3CCCCC3)c2)cc1
**2S+1**: 1



Stability summary - winner: (ii); margin: 1.199 eV.



(i)
Here is a single C5H8ClNO molecule from OMol25. Energies are from ωB97M-V with the def2-TZVPD basis set.

```
16
C5H8ClNO, DFT ωB97M-V with the def2-TZVPD basis set
N 2.1372 -0.3480 0.6883
C 1.0505 0.4740 0.1814
C 0.9020 1.7806 0.9937
O -0.3849 1.7488 1.6484
C -1.0266 0.6708 1.1667
C -0.3461 -0.0964 0.3138
C -0.8044 -1.3513 -0.3213
Cl -0.8640 -1.2112 -2.1322
H 2.3409 -1.1040 0.0181
H 1.8794 -0.7485 1.5541
H 1.3093 0.6976 -0.8570
H 1.6712 1.8809 1.7511
H 0.9261 2.6831 0.3710
H -2.0536 0.5755 1.5380
H -1.7923 -1.6459 -0.0048
H -0.1274 -2.1690 -0.1341
```

**Molecular weight**: 133.6 g mol⁻¹
**HOMO energy**: -0.3218 hartree
**SMILES**: N[C@@H]1COC=C1CCl
**2S+1**: 1



(ii)
Here is a single C5H8ClNO molecule from OMol25. Energies are from ωB97M-V with the def2-TZVPD basis set.

```
16
C5H8ClNO, DFT ωB97M-V with the def2-TZVPD basis set
O 0.4603 -1.8832 -0.9028
C -0.0791 -0.5897 -1.1682
C -1.3823 -0.3924 -0.2538
Cl -2.4391 0.6959 -1.0533
C -0.8410 0.2742 1.1407
N 0.6029 0.0981 0.8902
C 1.8575 0.6632 0.4751
C 0.7461 0.4921 -0.5044
H 0.3820 -1.7720 0.1265
H -0.3256 -0.4745 -2.2637
H -1.8027 -1.3912 -0.1792
H -1.2004 -0.2339 2.0002
H -1.1529 1.3311 1.0832
H 2.7081 -0.0552 0.5856
H 2.1360 1.7211 0.6930
H 0.3302 1.5165 -0.6689
```

**Molecular weight**: 133.6 g mol⁻¹
**HOMO energy**: -0.3406 hartree
**SMILES**: O[C@H]1[C@H](Cl)CN2C[C@@H]12
**2S+1**: 1



Stability summary - winner: (i); margin: 2.972 eV.